# 1
ORCA calculation (ωB97M-V/def2-TZVPD) on a molecular structure, C31H26F3IrN3O2PS2.

Geometry as ORCA input:
```
! wB97M-V def2-TZVPD RIJCOSX def2/J DEFGRID3
* xyz 2 1
Ir 0.519 0.684 0.110
C -0.864 -2.011 5.196
C -1.992 -2.012 4.391
C -1.880 -1.761 3.032
C -0.630 -1.496 2.463
C 0.503 -1.526 3.282
C 0.387 -1.778 4.636
P -0.477 -1.292 0.676
C 0.427 -2.711 0.034
C 0.792 -2.765 -1.310
C 1.418 -3.890 -1.814
C 1.688 -4.969 -0.979
C 1.312 -4.928 0.354
C 0.675 -3.804 0.862
C -2.139 -1.349 -0.013
C -3.114 -0.450 0.433
C -4.394 -0.499 -0.089
C -4.711 -1.441 -1.059
C -3.751 -2.339 -1.499
C -2.465 -2.298 -0.980
H -0.954 -2.208 6.256
H -2.965 -2.216 4.817
H -2.770 -1.789 2.422
H 1.488 -1.389 2.863
H 1.272 -1.803 5.257
H 0.542 -1.937 -1.960
H 1.690 -3.940 -2.860
H 2.179 -5.848 -1.376
H 1.507 -5.773 1.000
H 0.369 -3.786 1.900
H -2.888 0.267 1.210
H -5.144 0.198 0.258
H -5.712 -1.478 -1.468
H -4.003 -3.078 -2.247
H -1.726 -3.006 -1.327
N 5.904 1.555 4.604
C 4.704 2.143 4.644
S 4.316 3.310 5.726
C 3.703 1.664 3.623
C 3.914 0.577 2.774
C 2.952 0.230 1.854
N 1.794 0.899 1.733
C 1.572 1.930 2.563
C 2.487 2.329 3.509
H 6.601 1.855 5.269
H 6.173 0.863 3.929
H 4.803 -0.036 2.807
H 3.090 -0.617 1.195
H 0.619 2.436 2.466
H 2.274 3.161 4.165
F -1.226 3.570 -0.430
C -1.912 2.443 -0.274
F -1.365 1.826 0.867
F -3.156 2.715 0.017
C -1.742 1.547 -1.536
O -2.535 1.646 -2.426
O -0.647 0.848 -1.544
S 2.297 0.293 -1.181
C 1.768 0.933 -2.750
N 1.522 0.052 -3.740
C 1.142 0.405 -4.979
C 1.000 1.734 -5.293
C 1.268 2.680 -4.310
C 1.661 2.280 -3.041
H 1.606 -0.932 -3.516
H 0.965 -0.400 -5.679
H 0.693 2.018 -6.288
H 1.172 3.734 -4.533
H 1.881 3.005 -2.271
*
```

Results
Kohn-Sham gap	5.82	eV
E_HOMO	-13.1	eV
ΔE to the lowest compared entry with this formula, charge and spin	30.0	kcal/mol

# 2
ORCA calculation (ωB97M-V/def2-TZVPD) on a molecular structure, C31H26N3O5PPdS.

Geometry as ORCA input:
```
! wB97M-V def2-TZVPD RIJCOSX def2/J DEFGRID3
* xyz 0 1
Pd 0.794 -0.405 -1.949
O -0.633 0.991 -4.500
N -1.256 1.307 -3.299
C -2.438 0.853 -3.205
C -3.104 0.887 -1.902
C -4.497 0.964 -1.870
C -5.180 1.039 -0.673
C -4.468 1.027 0.519
C -3.090 0.906 0.501
C -2.385 0.809 -0.702
P -0.556 0.722 -0.560
C -0.325 -0.256 0.958
C -1.133 -1.375 1.169
C -0.885 -2.227 2.229
C 0.183 -1.985 3.084
C 1.002 -0.888 2.871
C 0.752 -0.026 1.811
C -0.152 2.446 -0.138
C 0.214 3.344 -1.137
C 0.452 4.672 -0.818
C 0.333 5.111 0.493
C -0.040 4.221 1.489
C -0.290 2.894 1.174
H -0.867 0.038 -4.628
H -2.945 0.387 -4.045
H -5.037 0.982 -2.810
H -6.259 1.111 -0.665
H -4.984 1.094 1.468
H -2.561 0.870 1.443
H -1.961 -1.581 0.500
H -1.529 -3.084 2.387
H 0.381 -2.655 3.910
H 1.847 -0.706 3.523
H 1.405 0.823 1.651
H 0.304 3.001 -2.155
H 0.737 5.364 -1.600
H 0.526 6.148 0.738
H -0.139 4.556 2.513
H -0.582 2.211 1.961
O 5.549 1.323 4.072
C 4.829 0.326 3.508
O 4.630 -0.685 4.122
C 4.307 0.565 2.129
C 4.113 1.838 1.600
C 3.559 1.995 0.340
C 3.203 0.879 -0.418
S 2.427 1.130 -1.981
C 3.429 -0.399 0.103
C 3.960 -0.549 1.369
H 5.724 2.016 3.425
H 4.330 2.729 2.181
H 3.358 2.985 -0.051
H 3.148 -1.275 -0.468
H 4.100 -1.534 1.794
C -0.190 -5.188 -0.096
N -0.659 -4.219 -1.075
C -1.739 -4.454 -1.876
C -2.120 -3.594 -2.831
C -1.366 -2.365 -3.026
O -1.608 -1.578 -3.948
N -0.357 -2.125 -2.126
C 0.079 -3.051 -1.219
O 1.085 -2.881 -0.538
H -0.911 -6.000 -0.037
H -0.087 -4.711 0.876
H 0.784 -5.581 -0.384
H -2.254 -5.389 -1.697
H -2.958 -3.797 -3.478
*
```

Results
Kohn-Sham gap (alpha / beta)	6.85 / 6.85	eV
E_HOMO (alpha / beta)	-8.0 / -8.0	eV
ΔE to the lowest compared entry with this formula, charge and spin	0.0	kcal/mol

# 3
ORCA calculation (ωB97M-V/def2-TZVPD) on a molecular structure, C31H26N6NiSe.

Geometry as ORCA input:
```
! wB97M-V def2-TZVPD RIJCOSX def2/J DEFGRID3
* xyz 0 3
Ni 0.154 0.143 0.620
C -3.034 1.124 1.459
C -2.073 1.417 2.573
C -2.537 1.946 3.770
C -1.638 2.194 4.792
C -0.309 1.881 4.598
C 0.094 1.348 3.379
N -0.777 1.149 2.372
C 1.494 0.931 3.122
C 2.509 1.037 4.042
C 3.797 0.578 3.675
C 4.005 0.048 2.431
C 2.933 -0.033 1.517
N 1.695 0.419 1.896
C 3.011 -0.520 0.178
C 4.196 -1.064 -0.368
C 4.224 -1.452 -1.676
C 3.071 -1.286 -2.459
C 1.929 -0.766 -1.877
C 0.721 -0.530 -2.736
N 1.865 -0.414 -0.580
H -4.044 1.005 1.848
H -3.040 1.939 0.733
H -2.743 0.213 0.936
H -3.592 2.152 3.892
H -1.975 2.606 5.734
H 0.411 2.031 5.389
H 2.340 1.445 5.027
H 4.617 0.649 4.377
H 4.992 -0.293 2.154
H 5.073 -1.174 0.254
H 5.124 -1.874 -2.107
H 3.061 -1.554 -3.506
H 0.744 -1.169 -3.618
H -0.191 -0.720 -2.181
H 0.698 0.511 -3.069
Se -0.744 -2.396 4.496
C -0.675 -2.031 2.819
N -0.557 -1.623 1.705
C -0.829 -1.755 0.392
C -1.285 -2.321 -0.587
C -1.655 -2.878 -1.844
C -0.767 -3.729 -2.513
C -1.112 -4.271 -3.738
C -2.342 -3.978 -4.314
C -3.226 -3.132 -3.658
C -2.890 -2.584 -2.432
H 0.193 -3.942 -2.062
H -0.419 -4.927 -4.249
H -2.610 -4.407 -5.271
H -4.184 -2.899 -4.105
H -3.578 -1.927 -1.916
N 0.999 2.927 -0.054
C -0.063 2.710 -0.862
C -0.501 3.699 -1.767
C -1.585 3.445 -2.567
C -2.233 2.212 -2.472
C -1.741 1.304 -1.566
N -0.688 1.525 -0.770
H 1.542 3.765 -0.136
H 1.334 2.160 0.519
H 0.029 4.641 -1.818
H -1.928 4.195 -3.268
H -3.088 1.970 -3.087
H -2.202 0.327 -1.465
*
```

Results
Kohn-Sham gap (alpha / beta)	4.50 / 6.37	eV
E_HOMO (alpha / beta)	-4.5 / -6.5	eV
ΔE to the lowest compared entry with this formula, charge and spin	0.0	kcal/mol

We obtain maximum force values of 0.69 0.32 1.00 eV/Å for the records listed above, in that order.